one:
Computed, not measured: a cluster of 2 separate species, C2H4INO2 in total, with wB97M-V/def2-TZVPD.

XYZ file:
```
10
Properties=species:S:1:pos:R:3
C -0.32 0.82 -1.40
C 0.52 0.60 -0.12
N -1.57 0.28 -1.34
O 0.06 1.53 -2.30
O -1.85 -1.15 -0.04
I -2.78 -0.06 -2.79
H 0.07 -0.17 0.56
H 1.53 0.15 -0.50
H 0.67 1.57 0.23
H -2.37 -1.65 -0.65
```

E_HOMO (spin up / spin down): -9.782 / -9.743 eV
molecular weight: 201.0 g mol⁻¹
gap between HOMO and LUMO (spin up / spin down): 7.832 / 7.561 eV
lowest unoccupied orbital energy (spin up / spin down): -1.9 / -2.2 eV

***

two:
Computed, not measured: the molecule C2H4INO2, with wB97M-V/def2-TZVPD.

XYZ file:
```
10
Properties=species:S:1:pos:R:3
C -0.36 1.13 1.64
O 0.49 0.32 0.57
N 0.03 -0.51 -0.71
O -1.17 -0.30 -0.89
C 0.84 -1.11 -1.61
I -0.02 -1.98 -3.21
H -1.11 0.57 1.97
H -0.85 1.94 1.15
H 0.36 1.31 2.40
H 1.79 -1.36 -1.31
```

SMILES: CO/[N+]([O-])=C/I
E_HOMO: -8.716 eV
molecular weight: 201.0 g mol⁻¹
gap between HOMO and LUMO: 8.477 eV
lowest unoccupied orbital energy: -0.2 eV

***

Which one sits at the top of the stability order? one does.

***

one:
Computed, not measured: a cluster of 2 separate species, C3H10S2 in total, with wB97M-V/def2-TZVPD.

XYZ file:
```
15
Properties=species:S:1:pos:R:3
C 0.49 2.32 1.45
C -0.50 1.19 1.23
S -0.62 0.07 2.69
H 1.44 1.87 1.78
H 0.69 2.87 0.53
H 0.12 2.96 2.25
H -0.22 0.53 0.43
H -1.53 1.46 1.00
H -0.08 0.88 3.58
C 1.30 -1.15 -1.92
S -0.20 -1.34 -2.95
H 1.17 -1.80 -1.06
H 1.33 -0.13 -1.55
H 2.20 -1.44 -2.46
H 0.13 -2.55 -3.40
```

SMILES: CCS.CS
E_HOMO: -9.007 eV
molecular weight: 110.2 g mol⁻¹
gap between HOMO and LUMO: 9.802 eV
lowest unoccupied orbital energy: 0.8 eV

***

two:
Computed, not measured: a cluster of 2 separate species, C3H10S2 in total, with wB97M-V/def2-TZVPD.

XYZ file:
```
15
Properties=species:S:1:pos:R:3
C 1.76 1.46 0.17
S 1.72 0.29 -1.18
C 1.58 -1.23 -0.22
H 1.42 1.03 1.12
H 2.76 1.86 0.33
H 1.09 2.28 -0.06
H 1.42 -2.09 -0.86
H 0.74 -1.12 0.46
H 2.48 -1.35 0.37
C -2.46 -0.27 0.49
S -2.42 0.76 -1.02
H -1.58 -0.03 1.08
H -2.37 -1.31 0.19
H -3.38 -0.08 1.02
H -2.74 -0.19 -1.88
```

SMILES: CSC.CS
E_HOMO: -8.253 eV
molecular weight: 110.2 g mol⁻¹
gap between HOMO and LUMO: 9.106 eV
lowest unoccupied orbital energy: 0.9 eV

***

Which one sits at the top of the stability order? one does.

***

one:
Computed, not measured: the molecule C6H8O3, with wB97M-V/def2-TZVPD.

XYZ file:
```
17
Properties=species:S:1:pos:R:3
C 0.50 1.38 0.84
C 0.14 0.25 -0.10
C 1.20 0.04 -1.14
O 1.99 -1.10 -0.82
C -0.37 -0.98 0.68
C -1.69 -1.23 0.45
C -2.14 -0.12 -0.49
O -3.34 -0.02 -0.83
O -1.15 0.66 -0.81
H -0.39 1.36 1.53
H 1.38 1.07 1.52
H 0.54 2.07 0.23
H 1.84 1.10 -1.35
H 0.68 -0.14 -2.01
H 2.62 -0.87 -0.13
H 0.51 -1.67 1.38
H -2.33 -1.78 1.04
```

SMILES: C[C@@]1(CO)C=CC(=O)O1
E_HOMO: -10.030 eV
molecular weight: 128.1 g mol⁻¹
gap between HOMO and LUMO: 10.428 eV
lowest unoccupied orbital energy: 0.4 eV

***

two:
Computed, not measured: a cluster of 3 separate species, C6H8O3 in total, with wB97M-V/def2-TZVPD.

XYZ file:
```
17
Properties=species:S:1:pos:R:3
C 0.46 2.14 0.87
C 0.37 0.95 0.73
C 0.51 -0.50 0.55
O -0.25 -1.27 1.11
C 1.75 -0.88 -0.15
C 2.13 -2.15 -0.22
H 0.48 3.19 0.97
H 2.31 -0.08 -0.61
H 1.54 -2.92 0.24
H 3.01 -2.46 -0.76
C -2.27 1.16 0.79
O -2.45 1.28 -0.40
H -2.46 2.00 1.48
H -2.08 0.18 1.25
O -0.77 -0.45 -1.76
H -1.47 0.14 -1.38
H -0.80 -0.33 -2.70
```

SMILES: C#CC(=O)C=C.C=O.O
E_HOMO: -10.143 eV
molecular weight: 128.1 g mol⁻¹
gap between HOMO and LUMO: 9.968 eV
lowest unoccupied orbital energy: -0.2 eV

***

Which one sits at the top of the stability order? one does.

***

one:
Computed, not measured: a structure of composition C4H5FO2S, with wB97M-V/def2-TZVPD.

XYZ file:
```
13
Properties=species:S:1:pos:R:3
C -0.48 0.92 0.16
C 0.65 -0.12 0.19
C -0.58 -1.77 -0.78
C 1.70 -0.13 1.10
H -1.88 2.76 -1.04
H -0.26 1.87 0.77
H -1.32 0.47 0.73
H -0.83 -2.41 -1.72
H 1.88 0.73 1.83
O 0.60 -1.02 -0.82
O -1.23 -1.57 0.19
F 2.71 -1.10 0.94
S -0.96 1.37 -1.55
```

E_HOMO: -9.266 eV
molecular weight: 136.1 g mol⁻¹
gap between HOMO and LUMO: 9.157 eV
lowest unoccupied orbital energy: -0.1 eV

***

two:
Computed, not measured: the molecule C4H5FO2S, with wB97M-V/def2-TZVPD.

XYZ file:
```
13
Properties=species:S:1:pos:R:3
C -1.86 0.66 0.06
O -0.40 0.92 0.31
C 0.41 -0.19 0.10
C 0.17 -1.51 -0.16
F -1.09 -2.02 0.07
C 1.82 0.17 -0.01
O 2.22 1.47 -0.16
S 3.11 -0.92 0.19
H -2.24 1.62 -0.14
H -2.31 0.28 0.97
H -2.08 -0.15 -0.77
H 0.82 -2.35 -0.39
H 1.43 2.02 -0.07
```

SMILES: CO/C(=C\F)C(O)=S
E_HOMO: -8.626 eV
molecular weight: 136.1 g mol⁻¹
gap between HOMO and LUMO: 8.134 eV
lowest unoccupied orbital energy: -0.5 eV

***

Which one sits at the top of the stability order? two does.

***

one:
Computed, not measured: the molecule C3H4N6, with wB97M-V/def2-TZVPD.

XYZ file:
```
13
Properties=species:S:1:pos:R:3
N -1.22 -1.97 -1.21
N -0.09 -1.23 -1.18
C -0.08 -0.14 -0.53
C 1.08 0.77 -0.67
N 1.56 1.51 0.26
C 1.05 1.19 1.54
N -0.17 0.94 1.91
N -1.24 1.13 1.04
N -1.25 0.55 -0.05
H -1.08 -2.95 -1.38
H -1.85 -1.84 -0.38
H 1.46 0.95 -1.68
H 1.83 1.10 2.33
```

SMILES: N/N=c1/cncnnn1
E_HOMO: -9.465 eV
molecular weight: 124.1 g mol⁻¹
gap between HOMO and LUMO: 9.088 eV
lowest unoccupied orbital energy: -0.4 eV

***

two:
Computed, not measured: the molecule C3H4N6, with wB97M-V/def2-TZVPD.

XYZ file:
```
13
Properties=species:S:1:pos:R:3
C -1.01 1.03 -1.12
N -1.59 0.83 0.19
N -1.09 -0.04 1.05
N -0.21 -0.80 1.20
N 1.23 -1.27 0.29
C 1.76 -2.05 1.23
N 1.96 -2.81 2.07
C 1.81 -0.24 -0.28
N 2.29 0.52 -0.97
H -1.86 0.91 -1.83
H -0.65 2.08 -0.95
H -0.27 0.36 -1.36
H -2.38 1.48 0.48
```

SMILES: CN/N=N\N(C#N)C#N
E_HOMO (spin up / spin down): -9.503 / -9.503 eV
molecular weight: 124.1 g mol⁻¹
gap between HOMO and LUMO (spin up / spin down): 9.236 / 9.235 eV
lowest unoccupied orbital energy (spin up / spin down): -0.3 / -0.3 eV

***

Which one sits at the top of the stability order? one does.

***

one:
Computed, not measured: a structure of composition C3H4HgO4, with wB97M-V/def2-TZVPD.

XYZ file:
```
12
Properties=species:S:1:pos:R:3
O -1.43 2.78 -0.06
C -0.43 2.09 -0.43
C -0.45 -0.84 0.20
O 0.27 2.08 -1.41
O 0.02 1.44 0.75
C 0.33 0.08 0.77
H -0.01 -1.82 -0.01
H -1.53 -0.76 0.20
H 1.38 -0.06 1.03
Hg -0.70 3.10 1.86
O 0.99 -3.66 -1.44
H 1.56 -4.44 -1.44
```

total charge: -1
E_HOMO (spin up / spin down): -2.368 / -2.351 eV
2S+1: 2
<S²>: 0.753
molecular weight: 304.7 g mol⁻¹
gap between HOMO and LUMO (spin up / spin down): 4.966 / 2.026 eV
lowest unoccupied orbital energy (spin up / spin down): 2.6 / -0.3 eV

***

two:
Computed, not measured: a structure of composition C3H4HgO4, with wB97M-V/def2-TZVPD.

XYZ file:
```
12
Properties=species:S:1:pos:R:3
C 1.31 1.81 -0.79
C 0.18 2.38 -0.08
O -0.41 1.44 1.24
C -0.85 0.21 0.99
O -1.18 -0.05 -0.21
O -0.57 -0.74 1.78
O 1.29 1.08 -1.81
H 2.20 1.67 -0.14
H -0.69 2.55 -0.73
H 0.46 3.34 0.37
Hg -0.44 -2.38 0.09
H 0.83 -0.74 -1.24
```

total charge: -1
E_HOMO (spin up / spin down): -2.882 / -3.303 eV
2S+1: 2
<S²>: 0.776
molecular weight: 304.7 g mol⁻¹
gap between HOMO and LUMO (spin up / spin down): 5.556 / 5.859 eV
lowest unoccupied orbital energy (spin up / spin down): 2.7 / 2.6 eV

***

Which one sits at the top of the stability order? two does.

***

one:
Computed, not measured: the ion C6H12N5 with charge +1, with wB97M-V/def2-TZVPD.

XYZ file:
```
23
Properties=species:S:1:pos:R:3
C -3.40 0.98 0.60
C -2.53 1.15 -0.46
C 0.16 -1.48 -1.03
C 1.66 -0.56 0.73
C -0.62 -0.19 -1.14
C 0.96 0.69 0.87
N -3.32 -0.26 1.09
N -2.21 -0.72 0.55
N -1.72 0.01 -0.48
N 1.36 1.91 0.54
N 0.66 -1.67 0.32
H -4.34 1.43 0.90
H -2.68 1.85 -1.20
H -0.39 -2.47 -1.26
H 0.98 -1.38 -1.73
H 2.46 -0.62 0.01
H 2.08 -0.77 1.70
H -0.70 0.33 -2.09
H -0.10 0.74 1.14
H 2.36 2.09 0.06
H 0.73 2.69 0.61
H -2.06 -1.77 0.53
H 0.89 -2.61 0.61
```

total charge: +1
E_HOMO (spin up / spin down): -10.674 / -10.674 eV
molecular weight: 154.2 g mol⁻¹
gap between HOMO and LUMO (spin up / spin down): 6.457 / 6.456 eV
lowest unoccupied orbital energy (spin up / spin down): -4.2 / -4.2 eV

***

two:
Computed, not measured: the ion C6H12N5 with charge +1, with wB97M-V/def2-TZVPD.

XYZ file:
```
23
Properties=species:S:1:pos:R:3
C -1.34 2.38 0.20
N -1.45 0.88 0.19
C -0.47 -0.03 -0.56
N -0.71 -1.37 -0.05
C 0.52 -2.16 -0.36
C 1.76 -1.88 0.44
N 1.99 -0.50 0.12
N 3.21 0.12 0.21
C 2.92 1.37 -0.11
N 1.63 1.62 -0.32
C 1.07 0.42 -0.24
H -0.45 2.57 -0.23
H -2.15 2.72 -0.28
H -1.36 2.91 1.17
H -2.32 0.45 -0.07
H -1.34 0.58 1.21
H -0.78 0.26 -1.56
H -1.51 -1.75 -0.50
H 0.92 -2.09 -1.46
H 0.11 -3.13 -0.14
H 1.61 -1.81 1.59
H 2.54 -2.39 0.05
H 3.58 2.21 -0.19
```

total charge: +1
SMILES: C[NH2+][C@@H]1NCCn2ncnc21
E_HOMO: -13.594 eV
molecular weight: 154.2 g mol⁻¹
gap between HOMO and LUMO: 10.209 eV
lowest unoccupied orbital energy: -3.4 eV

***

Which one sits at the top of the stability order? two does.

***

one:
Computed, not measured: a cluster of 5 separate species, C5H20N10O5 in total, with wB97M-V/def2-TZVPD.

XYZ file:
```
40
Properties=species:S:1:pos:R:3
C -2.84 -2.96 -1.64
O -2.89 -3.39 -2.79
N -2.06 -1.98 -1.29
N -3.48 -3.56 -0.69
H -1.35 -1.58 -1.89
H -1.69 -2.13 -0.37
H -3.25 -3.15 0.21
H -4.22 -4.24 -0.81
C -2.01 2.64 -1.36
O -2.70 3.62 -1.10
N -1.51 2.21 -2.55
N -1.75 1.79 -0.36
H -1.53 2.81 -3.35
H -1.04 1.31 -2.52
H -1.02 1.13 -0.60
H -2.25 1.81 0.52
C -2.51 -1.34 2.19
O -2.50 -2.54 1.99
N -1.55 -0.68 2.84
N -3.48 -0.60 1.76
H -1.60 0.32 3.00
H -0.76 -1.16 3.25
H -4.09 -0.97 1.05
H -3.84 0.26 2.16
C 1.08 -0.35 -0.84
O 0.13 -0.34 -1.61
N 0.91 -0.51 0.38
N 2.33 -0.25 -1.14
H 1.75 -0.43 0.94
H 0.04 -0.57 0.90
H 2.51 -0.17 -2.13
H 3.16 -0.13 -0.57
C 5.36 1.41 0.64
O 4.92 0.37 0.16
N 5.27 1.82 1.86
N 5.97 2.25 -0.11
H 4.96 1.20 2.59
H 5.67 2.72 2.10
H 5.84 2.18 -1.11
H 6.06 3.17 0.30
```

total charge: -1
E_HOMO (spin up / spin down): 0.184 / -6.678 eV
2S+1: 2
<S²>: 0.750
molecular weight: 300.3 g mol⁻¹
gap between HOMO and LUMO (spin up / spin down): 2.210 / 9.099 eV
lowest unoccupied orbital energy (spin up / spin down): 2.4 / 2.4 eV

***

two:
Computed, not measured: a cluster of 5 separate species, C5H20N10O5 in total, with wB97M-V/def2-TZVPD.

XYZ file:
```
40
Properties=species:S:1:pos:R:3
C 0.13 -0.52 -4.46
O 0.22 -0.96 -5.54
N 1.12 -0.29 -3.64
N -0.99 -0.22 -3.89
H 2.00 -0.68 -3.93
H 1.03 0.21 -2.77
H -1.00 0.23 -2.98
H -1.92 -0.34 -4.27
C -2.43 -2.35 1.33
O -1.67 -1.60 1.85
N -3.53 -1.99 0.78
N -2.18 -3.58 1.16
H -4.21 -2.64 0.42
H -3.67 -1.00 0.91
H -1.58 -4.01 1.85
H -2.76 -4.12 0.53
C -0.76 1.20 3.85
O -1.15 1.73 2.85
N -0.24 1.78 4.86
N -0.62 -0.08 3.83
H -0.30 1.14 5.63
H -0.17 2.78 5.01
H -1.12 -0.54 3.08
H -0.26 -0.59 4.62
C 3.57 1.57 -1.26
O 3.20 2.62 -0.71
N 3.56 1.28 -2.54
N 3.90 0.52 -0.56
H 3.22 1.91 -3.26
H 4.05 0.43 -2.76
H 3.75 0.64 0.43
H 4.23 -0.32 -1.01
C -0.36 1.21 -0.36
O -0.12 1.74 -1.44
N -1.36 0.43 -0.14
N 0.41 1.35 0.69
H -1.41 -0.11 0.71
H -1.94 0.33 -0.96
H 1.27 1.85 0.50
H 0.09 1.01 1.58
```

total charge: -1
E_HOMO (spin up / spin down): 0.397 / -6.601 eV
2S+1: 2
<S²>: 0.750
molecular weight: 300.3 g mol⁻¹
gap between HOMO and LUMO (spin up / spin down): 2.104 / 9.040 eV
lowest unoccupied orbital energy (spin up / spin down): 2.5 / 2.4 eV

***

Which one sits at the top of the stability order? one does.

***

one:
Computed, not measured: the molecule C20H24O2, with wB97M-V/def2-TZVPD.

XYZ file:
```
46
Properties=species:S:1:pos:R:3
C -5.32 0.48 -3.19
C -4.18 -0.11 -2.65
C -4.26 -1.44 -2.01
C -2.83 0.57 -2.86
C -1.93 0.49 -1.65
C -0.62 1.24 -1.88
C 0.08 1.42 -0.53
C -0.16 2.62 0.22
C -1.01 3.81 -0.31
C 0.44 2.83 1.48
C 1.21 1.82 2.06
C 1.50 0.67 1.35
C 0.94 0.45 0.05
C 1.27 -0.88 -0.57
O 0.99 -1.16 -1.73
C 1.84 -1.96 0.24
O 1.61 -3.16 -0.01
C 2.56 -1.61 1.48
C 3.56 -2.54 2.13
C 4.88 -1.76 2.34
C 3.00 -3.03 3.48
C 2.35 -0.35 2.00
H -6.33 0.04 -3.13
H -5.33 1.39 -3.74
H -3.69 -2.14 -2.63
H -5.30 -1.81 -1.95
H -3.86 -1.41 -0.97
H -2.36 0.09 -3.71
H -2.99 1.63 -3.12
H -1.76 -0.56 -1.33
H -2.44 1.00 -0.82
H 0.04 0.72 -2.57
H -0.80 2.21 -2.35
H -1.58 4.28 0.51
H -0.37 4.61 -0.71
H -1.76 3.47 -1.05
H 0.21 3.73 2.06
H 1.62 1.99 3.05
H 3.77 -3.38 1.47
H 4.82 -1.10 3.24
H 5.71 -2.41 2.49
H 5.11 -1.17 1.45
H 2.03 -3.50 3.25
H 3.65 -3.77 3.92
H 2.86 -2.21 4.22
H 2.82 -0.12 2.96
```

SMILES: C=C(C)CCCc1c(C)ccc2c1C(=O)C(=O)C(C(C)C)=C2
E_HOMO: -8.625 eV
molecular weight: 296.4 g mol⁻¹
gap between HOMO and LUMO: 7.291 eV
lowest unoccupied orbital energy: -1.3 eV

***

two:
Computed, not measured: the molecule C20H24O2, with wB97M-V/def2-TZVPD.

XYZ file:
```
46
Properties=species:S:1:pos:R:3
C -0.01 1.27 3.70
C -1.16 1.59 3.05
C -2.30 2.08 3.89
C -1.39 1.50 1.59
C -2.59 0.56 1.33
C -2.92 -0.13 0.01
C -1.77 -1.09 -0.23
C -1.76 -2.45 0.00
C -2.93 -3.28 0.37
C -0.59 -3.21 -0.14
C 0.64 -2.69 -0.54
C 0.69 -1.36 -0.97
C -0.51 -0.58 -0.99
C -0.41 0.69 -1.64
O -1.37 1.12 -2.21
C 0.86 1.36 -1.80
O 0.89 2.62 -1.82
C 2.02 0.47 -1.89
C 3.29 1.00 -2.48
C 4.00 -0.01 -3.45
C 4.24 1.49 -1.34
C 1.91 -0.90 -1.58
H 0.07 1.55 4.71
H 0.85 0.81 3.24
H -3.21 2.23 3.39
H -2.05 3.10 4.22
H -2.41 1.45 4.75
H -1.62 2.49 1.21
H -0.34 1.17 1.14
H -2.47 -0.37 1.87
H -3.51 1.16 1.50
H -3.77 -0.72 0.04
H -3.17 0.51 -0.81
H -3.37 -3.57 -0.52
H -3.63 -2.75 1.10
H -2.52 -4.12 0.97
H -0.45 -4.20 0.06
H 1.46 -3.39 -0.54
H 2.91 1.86 -3.07
H 3.20 -0.44 -4.09
H 4.70 0.47 -4.15
H 4.43 -0.74 -2.72
H 3.81 2.27 -0.66
H 4.96 2.07 -1.89
H 4.57 0.61 -0.80
H 2.75 -1.52 -1.77
```

SMILES: C=C(C)CCCc1c(C)ccc2c1C(=O)C(=O)C(C(C)C)=C2
E_HOMO: -8.547 eV
molecular weight: 296.4 g mol⁻¹
gap between HOMO and LUMO: 7.172 eV
lowest unoccupied orbital energy: -1.4 eV

***

Which one sits at the top of the stability order? one does.

***

one:
Computed, not measured: a structure of composition CHBrINO2, with wB97M-V/def2-TZVPD.

XYZ file:
```
7
Properties=species:S:1:pos:R:3
C -1.97 -0.07 0.71
N 2.03 -0.20 -0.43
O 2.36 -1.25 -0.94
O 2.33 0.94 -0.67
Br -2.45 1.65 0.26
I -0.04 -0.38 1.22
H -2.25 -0.69 -0.15
```

E_HOMO (spin up / spin down): -9.643 / -8.845 eV
molecular weight: 265.8 g mol⁻¹
gap between HOMO and LUMO (spin up / spin down): 8.287 / 6.955 eV
lowest unoccupied orbital energy (spin up / spin down): -1.4 / -1.9 eV

***

two:
Computed, not measured: a cluster of 2 separate species, CHBrINO2 in total, with wB97M-V/def2-TZVPD.

XYZ file:
```
7
Properties=species:S:1:pos:R:3
C -0.13 -0.72 0.88
N 0.46 0.95 -0.96
O 1.60 1.03 -1.32
O -0.58 1.42 -1.32
Br 0.29 -2.36 -0.15
I -2.05 0.09 1.10
H 0.42 -0.40 1.76
```

E_HOMO (spin up / spin down): -10.025 / -8.754 eV
molecular weight: 265.8 g mol⁻¹
gap between HOMO and LUMO (spin up / spin down): 9.048 / 7.392 eV
lowest unoccupied orbital energy (spin up / spin down): -1.0 / -1.4 eV

***

Which one sits at the top of the stability order? two does.